Here is a structure of composition C76H152F12N10O16S4Y in a non-equilibrium geometry from the OMol25 dataset. Energies are from wB97M-V/def2-TZVPD.

```
271
Properties=species:S:1:pos:R:3
H 5.21 -2.21 4.84
C 1.06 -10.27 1.73
C 8.35 -9.67 -4.36
H 0.88 -10.63 4.45
C 0.92 -11.64 2.51
C -7.38 -4.02 -9.20
H 6.92 -6.96 4.16
C -4.01 -1.37 7.32
S -0.07 2.21 0.49
C 6.03 -2.30 5.55
C 8.52 -8.09 -4.41
H 2.72 1.92 -9.46
H 0.87 -11.46 -1.50
H -9.61 6.22 6.72
H -0.80 -0.53 10.15
F -4.67 10.44 -3.91
C -8.60 10.46 2.99
C 7.11 -9.64 -6.51
C -1.69 -0.96 9.69
H 1.14 10.42 5.12
H 2.37 10.46 8.00
H -5.17 -2.13 -9.53
H 10.57 -8.29 -4.18
C -11.74 7.26 4.98
H -4.76 -0.46 10.06
H 1.68 4.99 -10.90
H -1.79 -12.98 -0.51
O -0.57 -13.55 2.27
C -0.19 12.59 4.91
H -0.88 1.65 8.87
H 4.95 3.35 -6.46
H -2.78 -3.24 -8.31
H 5.18 -7.49 -6.14
C -0.05 9.17 8.16
C -11.09 10.16 2.88
F -2.69 11.38 -3.35
H -5.43 -2.04 5.75
H 2.97 7.36 -10.40
C -6.15 -4.30 -7.07
H 2.32 -13.19 3.51
H 7.03 -10.07 -7.51
H -0.74 -10.63 3.69
H 2.01 9.41 6.21
H -0.38 13.60 4.56
H 5.56 6.18 -9.76
C -4.11 6.52 -6.99
H -0.85 8.57 7.74
H 9.06 -7.99 -2.41
H -1.35 -1.00 6.08
H 2.80 -11.53 3.59
H 6.47 3.61 -8.31
C -2.58 -4.23 -8.71
O -3.39 9.79 -6.60
H 7.37 -3.55 7.93
C -4.80 -4.53 -6.30
H 0.76 8.51 8.47
F -3.73 5.23 -7.01
H 5.27 3.41 -11.11
C 0.56 -11.38 -0.46
C -0.80 -13.44 -0.56
H 0.42 13.55 8.16
C -9.85 9.99 3.78
H -3.49 -3.54 7.79
F -2.76 2.60 0.49
C -1.78 13.57 6.68
C 7.10 -5.49 5.84
H 2.61 -10.97 0.37
H 6.81 4.40 -10.79
S -2.59 9.49 -5.41
C -2.27 -0.03 8.54
C -3.90 -5.57 -7.03
C -3.42 0.89 9.09
C 0.39 -12.76 0.18
O 7.53 -6.08 -5.31
H 3.63 2.17 -6.61
H -6.69 -3.54 -6.51
C 8.38 -2.83 6.18
Y 1.33 5.55 -3.84
H 5.28 1.79 -6.99
H -0.41 -10.88 -0.54
S -0.69 0.70 -1.62
H -5.19 -3.15 7.88
N -2.23 7.94 -5.18
C 7.55 -6.79 5.03
C 7.78 -2.27 3.77
F -1.70 3.64 2.11
H -10.83 10.84 7.05
H -6.04 -1.01 7.94
C 2.69 4.60 -10.98
C 7.32 -3.04 5.04
H 9.19 -5.43 6.45
N -2.71 -0.74 7.36
H 9.28 -10.08 -3.97
H -1.59 -4.48 -8.34
H -1.34 -13.12 2.66
O -3.66 5.93 -4.42
O 6.09 -4.66 3.79
H -9.35 8.85 6.93
F -3.36 9.39 -2.73
C -3.37 10.28 -3.74
C -5.97 -3.92 -8.49
H -12.55 7.99 4.90
C 3.53 5.15 -9.86
H -4.22 -0.87 5.20
C -0.51 12.64 6.43
H 2.66 -13.23 0.18
C -1.12 0.95 8.08
H -8.60 11.54 2.85
H -0.55 -13.47 -1.62
H 5.77 -4.96 7.40
H -11.92 9.90 3.54
H -0.86 11.86 4.44
H 2.86 -12.45 2.09
H 9.20 -7.78 -7.57
H 9.03 -3.84 8.00
H 9.39 -2.83 5.75
H -10.31 11.91 4.78
C 9.96 -7.68 -4.84
N 7.54 -7.48 -5.31
H 2.03 3.34 -8.91
H 8.12 -6.66 -8.16
C 1.00 9.70 5.92
C -10.34 8.88 6.48
H -2.54 -1.13 10.34
C -10.85 10.29 6.11
C -4.39 -1.73 5.85
H -4.71 -2.26 -7.94
C 4.52 2.57 -7.09
C 0.37 10.32 7.19
C -4.19 -2.77 8.11
H 10.17 -8.00 -5.86
H 2.72 3.51 -11.06
C 5.80 4.12 -10.48
C 8.28 -10.26 -5.75
H -5.01 -4.95 -5.31
N -0.82 11.28 6.99
H -7.67 -5.06 -9.35
O -1.88 10.71 6.31
H -8.24 -3.49 -8.79
C -9.92 10.92 5.04
H 8.17 -1.26 3.86
H 1.19 11.43 8.95
H -11.06 8.58 7.24
H -8.24 6.98 6.03
H 1.75 -13.68 -1.25
C 5.73 -5.53 6.48
O -9.31 7.66 3.08
C 5.81 -7.50 -7.03
H 8.16 -11.34 -5.79
H 9.17 -10.03 -6.34
C 2.25 -12.25 2.97
C -3.69 -5.31 -8.54
H 4.14 1.99 -10.47
H -2.57 13.56 5.93
O -4.96 -4.75 -10.55
C -5.12 -0.44 7.84
C 1.63 -10.50 0.29
H 6.69 -4.82 3.05
C -1.68 3.28 0.88
H 5.03 5.84 -11.33
H -6.80 -5.17 -7.00
H -4.15 -7.23 -9.36
H 5.62 -2.72 6.47
C 8.28 -7.58 -3.05
H -2.83 -6.38 -10.21
F -1.69 4.44 0.14
O 2.25 3.99 -8.24
H 7.31 -7.77 -2.58
H 3.12 4.88 -11.95
F 1.66 -0.16 -0.65
H 1.66 -14.62 0.25
H 10.37 -6.68 -4.75
H -3.48 1.82 8.52
H -2.24 13.47 7.67
C -4.79 0.23 9.21
H 5.84 -6.42 -7.18
H 8.45 -6.50 -2.98
H 5.28 -8.00 -7.84
H 2.54 12.94 7.92
H -7.31 -3.77 -10.26
C 1.70 -13.61 -0.16
C 8.15 -7.71 -7.87
H -2.35 -4.21 -9.78
H -5.48 -5.53 -10.77
H -7.65 10.05 3.34
H -4.36 -6.55 -6.93
C 3.81 1.93 -9.44
H -11.34 9.44 2.10
O -0.81 0.75 -3.09
H 5.33 -6.51 6.76
O -4.95 8.04 -4.85
H -3.73 -2.42 5.33
O 1.06 3.10 0.91
S -3.85 7.18 -5.18
F 0.04 -1.69 -0.74
C 7.19 -8.03 -6.62
H -4.21 -2.68 9.19
H -11.86 10.48 5.75
H 0.40 8.87 5.55
H -2.95 -5.44 -6.50
H 8.09 -5.82 7.84
H 0.85 12.36 4.69
C -5.58 -2.44 -8.57
H 7.01 -2.25 2.99
H -0.41 9.58 9.10
C -10.29 7.83 5.31
H -1.43 14.60 6.69
H -11.37 11.18 2.61
H 1.61 -9.63 -0.36
C 8.20 -5.30 6.89
H 0.86 14.31 6.76
H 3.62 7.27 -8.82
H -5.27 0.36 7.12
C 8.20 -3.87 7.30
N 7.10 -4.47 4.72
F -3.45 7.19 -7.93
C 4.37 3.09 -8.55
H 4.09 0.94 -9.07
H 1.83 -9.78 2.32
C 5.80 3.36 -9.14
N -4.98 -4.84 -9.14
H 6.14 -9.89 -6.07
O -0.17 0.94 1.21
C 5.01 5.43 -10.32
H -0.11 -12.07 4.46
H -3.34 0.97 10.17
H -8.98 11.03 5.58
F -5.44 6.72 -7.28
H -12.03 6.60 5.80
H -2.50 -7.14 -8.70
H 2.11 6.56 -9.19
H -1.38 -1.93 9.30
O -1.70 -1.50 6.83
H 8.05 -8.35 -8.75
C 3.12 6.67 -9.57
H -9.21 5.83 5.13
H -2.61 10.75 6.93
C -9.27 6.70 5.80
H -11.83 6.71 4.05
H 2.43 12.30 6.29
N 3.51 4.33 -8.59
C 0.67 13.30 7.12
C -3.27 -6.59 -9.24
H -8.35 7.57 3.11
H 6.26 -1.26 5.77
O -1.88 0.35 -0.87
H -5.50 1.02 9.43
N 0.13 2.22 -1.15
H 0.10 -9.76 1.67
O -1.27 10.10 -5.61
H 6.15 2.37 -9.42
C 0.71 -0.70 -1.36
C 1.89 12.42 7.23
N 0.07 -12.51 1.58
H 8.44 -1.82 6.58
H 7.57 -7.76 5.54
C 1.49 11.10 7.95
C 0.17 -11.21 3.86
H -0.93 -14.45 -0.18
H 4.90 -5.23 5.84
H 6.80 -5.92 -4.71
H 8.59 -2.84 3.32
F 1.27 -1.15 -2.51
H -4.34 -3.55 -6.25
H 8.51 -6.64 4.55
H -6.43 -1.82 -8.31
H -1.50 1.56 7.26
H -0.16 0.53 7.78
H 7.59 -10.02 -3.66
H -8.74 10.11 1.97
N -9.64 8.54 4.17
```

As for the electronic energy: -205893.186 eV. The total charge is +1. The energy above the lowest of the compared OMol25 structures with the same formula, charge and spin is 14.836 eV. The HOMO-LUMO gap comes out at 0.78 eV. For the HOMO energy, the calculation gives -9.4 eV.